# C14H24N4O8S

A 2-piece molecular cluster, C14H24N4O8S overall in a non-equilibrium geometry (ωB97M-V with the def2-TZVPD basis set, the Open Molecules 2025 dataset).

Values from the calculation:
**HOMO**: -9.5742 eV
**Calculated total energy**: -1767.0452 a.u.
**Kohn-Sham gap**: 10.0 eV
**SMILES**: [H]/N=C1/NC(=O)[C@]2(O[C@H](CO)[C@@H](O)[C@H](O)[C@H]2O)S1.CNC(=O)[C@H](C)NC(C)=O

ORCA input file:
```
! wB97M-V def2-TZVPD RIJCOSX def2/J DEFGRID3
* xyz 0 1
H 3.2838 -6.0332 1.1970
N 3.9575 -5.2697 1.2309
C 3.4941 -4.0664 1.1880
N 4.3658 -3.0309 1.2468
C 3.7499 -1.8297 1.4256
O 4.4521 -0.8721 1.7195
C 2.2096 -1.8528 1.3254
O 1.4713 -1.5132 2.5198
C 1.5097 -0.1163 2.8862
C 0.7225 0.0966 4.1853
O -0.6665 -0.2309 4.0257
C 0.9505 0.7574 1.7502
O 1.1069 2.1507 2.0419
C 1.6989 0.4571 0.4482
O 1.1132 1.1718 -0.6470
C 1.6368 -1.0438 0.1433
O 2.3300 -1.2997 -1.0925
S 1.7999 -3.6384 1.0743
H 5.3249 -3.1712 1.5355
H 2.5445 0.1835 3.0773
H 0.8166 1.1419 4.4982
H 1.1598 -0.5253 4.9730
H -1.1439 -0.1147 4.8643
H -0.1116 0.5269 1.6118
H 0.8817 2.6583 1.2391
H 2.7457 0.7621 0.5575
H 1.4997 0.8073 -1.4671
H 0.5848 -1.3248 0.0191
H 2.1705 -2.2130 -1.3972
C -5.6345 2.3393 -0.3496
N -4.6821 1.4502 -1.0156
C -3.5021 1.8486 -1.5112
O -3.1344 3.0193 -1.4489
C -2.6151 0.7696 -2.1696
C -2.1528 -0.2791 -1.1466
N -1.4385 1.3646 -2.8049
C -0.7564 0.8298 -3.8134
C 0.3776 1.6595 -4.3698
O -1.0046 -0.2712 -4.2873
H -6.4042 1.7584 0.1602
H -6.1049 2.9961 -1.0838
H -5.1124 2.9584 0.3833
H -4.9192 0.4738 -1.0923
H -3.2118 0.2670 -2.9326
H -3.0133 -0.7749 -0.6976
H -1.5378 -1.0326 -1.6402
H -1.5683 0.2024 -0.3623
H -1.1806 2.2861 -2.4829
H 0.8844 1.0899 -5.1473
H -0.0260 2.5771 -4.7945
H 1.0781 1.9002 -3.5732
*
```